C27H41NO4PPdSSi3 | the ωB97M-V functional and the def2-TZVPD basis

Summary:
E in eV: -85585.5807
LUMO energy in eV: 2.52
HOMO-LUMO gap in eV: 5.6
Highest occupied orbital energy in eV: -3.088

```
! RIJCOSX wB97M-V def2-TZVPD def2/J DEFGRID3
* xyz -1 1
Pd -0.155 -0.010 -0.104
C 3.835 -1.081 1.650
Si 2.075 -0.824 2.446
C 2.633 -0.259 4.189
C 1.335 -2.562 2.691
C 0.963 0.514 1.745
Si 1.734 1.982 0.906
C 0.539 3.369 0.370
C 2.867 1.577 -0.635
C 2.989 2.894 2.025
Si -0.461 0.948 2.855
C -1.172 -0.531 3.817
C 0.024 2.264 4.150
C -1.900 1.667 1.860
C -2.891 2.461 2.432
C -3.961 2.922 1.690
C -3.999 2.574 0.344
C -2.985 1.789 -0.163
N -1.958 1.324 0.555
H 4.428 -1.636 2.385
H 4.345 -0.115 1.509
H 3.526 -1.368 -0.255
H 3.264 -1.007 4.676
H 1.777 -0.071 4.842
H 3.205 0.671 4.125
H 1.979 -3.308 2.226
H 0.354 -2.650 2.228
H 1.227 -2.809 3.752
H -0.260 3.009 -0.274
H 1.073 4.166 -0.154
H 0.065 3.807 1.253
H 2.841 0.213 -2.101
H 3.915 1.480 -0.324
H 2.817 2.380 -1.383
H 2.487 3.276 2.916
H 3.443 3.743 1.505
H 3.791 2.231 2.356
H -0.435 -0.969 4.492
H -1.510 -1.307 3.129
H -2.032 -0.209 4.411
H 0.963 1.986 4.629
H -0.734 2.380 4.930
H 0.167 3.237 3.674
H -2.809 2.709 3.485
H -4.744 3.527 2.128
H -4.808 2.903 -0.295
H -2.997 1.518 -1.208
O 3.957 -1.850 0.461
S 0.714 -2.115 -0.404
O 1.259 -2.207 -1.773
O 2.450 0.354 -1.230
O -0.599 -2.798 -0.273
C -2.871 -1.236 -1.812
P -1.207 -0.559 -2.237
C -1.519 1.055 -3.053
C -0.583 2.054 -2.792
C -0.714 3.318 -3.344
C -1.805 3.605 -4.156
C -2.741 2.617 -4.428
C -2.595 1.346 -3.895
C -0.891 -1.586 -3.722
C -0.646 -1.042 -4.983
C -0.399 -1.862 -6.075
C -0.337 -3.238 -5.917
C -0.506 -3.784 -4.651
C -0.777 -2.971 -3.565
H -3.598 -1.102 -2.617
H -3.227 -0.770 -0.896
H -2.739 -2.299 -1.620
H 0.249 1.811 -2.139
H 0.030 4.081 -3.150
H -1.928 4.597 -4.572
H -3.589 2.845 -5.064
H -3.317 0.573 -4.130
H -0.666 0.029 -5.126
H -0.251 -1.423 -7.055
H -0.151 -3.878 -6.771
H -0.420 -4.855 -4.512
H -0.887 -3.400 -2.578
*
```